{
  "formula": "C16H40F6N4O9S2",
  "method": "ωB97M-V with the def2-TZVPD basis set",
  "species": ["S", "S", "F", "F", "F", "F", "F", "F", "O", "O", "O", "O", "O", "O", "O", "O", "O", "N", "N", "N", "N", "C", "C", "C", "C", "C", "C", "C", "C", "C", "C", "C", "C", "C", "C", "C", "C", "H", "H", "H", "H", "H", "H", "H", "H", "H", "H", "H", "H", "H", "H", "H", "H", "H", "H", "H", "H", "H", "H", "H", "H", "H", "H", "H", "H", "H", "H", "H", "H", "H", "H", "H", "H", "H", "H", "H", "H"],
  "positions_angstrom": [[2.8183, 0.2012, -5.5760], [1.3712, -1.9456, -5.0486], [0.3486, -1.4276, -7.5626], [3.2653, 2.8177, -5.9736], [-0.5456, -3.0959, -6.5882], [1.2462, 2.3242, -5.8438], [-1.0615, -1.0138, -5.9645], [2.4638, 2.5294, -4.0244], [4.1700, 0.0748, -4.9984], [-5.1265, -3.1315, 1.8335], [5.5457, -0.7372, -0.1069], [-3.1471, 3.0670, -0.7211], [2.7320, -0.0525, -7.0074], [0.7463, -2.6693, -3.9085], [-0.3103, -0.2459, 3.0960], [1.6471, 0.0805, -0.4652], [2.5395, -2.5798, -5.6850], [-1.5788, 1.7789, 1.4334], [1.5382, -0.5050, -4.6391], [-6.5174, -2.0963, 5.1874], [5.0632, 2.0369, 0.9237], [-5.2169, -3.1390, 3.2969], [7.1895, 2.6450, 0.0554], [0.6183, -1.0321, 3.7528], [-0.3805, 1.0948, 3.5424], [-3.0946, 1.6575, -0.6044], [6.0680, 1.6860, -0.0573], [2.4270, 2.1192, -5.2938], [-1.6881, 1.6464, 2.9298], [-3.9401, -3.4170, 1.2181], [-6.9016, -1.1816, 3.0643], [6.5341, 0.2430, 0.2879], [-0.0814, -1.8319, -6.3588], [5.9912, -1.9589, -0.6686], [-2.9605, 1.4985, 0.8686], [-3.0123, 3.6113, -2.0368], [-6.5454, -2.5579, 3.7517], [7.5120, 0.0538, -0.1548], [-3.6321, -4.4098, 1.5461], [-0.4161, 1.2078, 4.6259], [1.6320, -0.8230, 3.4109], [4.6985, 2.9572, 0.7232], [-3.1333, 4.6924, -1.9685], [-2.3000, 3.2408, -2.7739], [-7.3345, -3.3074, 3.6903], [0.9227, 0.4696, 0.0302], [-6.4113, -0.3295, 3.5350], [0.4540, -0.9108, 4.8235], [5.4576, 1.9271, 1.8469], [-7.4516, -1.8012, 5.4331], [6.8231, 0.2037, 1.3381], [-5.0668, -4.1014, 3.7863], [5.0774, -2.5386, -0.7994], [-2.2532, 1.2106, -1.1340], [-3.7962, 1.9954, 1.3612], [-3.9684, -3.4814, 0.1304], [-6.3364, -2.8119, 5.8768], [-3.8246, 3.2562, -2.6709], [6.6241, -2.3488, 0.1286], [0.3948, -2.0811, 3.5586], [-4.3637, -2.5552, 3.6423], [7.9929, 2.3156, -0.6035], [-3.0006, -2.9051, 1.4263], [-7.9616, -0.9306, 3.1054], [2.5279, 0.4148, -0.2809], [-3.9970, 1.1998, -1.0097], [0.4730, 1.6828, 3.2047], [-6.5903, -1.2990, 2.0263], [-2.9932, 0.4210, 1.0301], [5.5063, 1.6735, -0.9913], [-1.7863, 2.5374, 3.5500], [1.4410, 0.1268, -1.4017], [7.5265, 2.7580, 1.0858], [6.5119, -1.5762, -1.5464], [-2.4656, 0.9615, 3.2680], [6.8384, 3.6357, -0.2333], [-1.5459, 2.7760, 1.2757]],
  "forces_ev_per_angstrom": [[1.479, 0.350, 0.378], [-1.080, -5.573, 0.232], [-0.003, 0.367, 0.602], [1.807, 0.833, -0.754], [-0.192, 0.957, 0.755], [-1.179, 0.263, 0.426], [0.286, -0.550, 0.089], [-0.299, -0.272, 0.251], [-2.355, 0.118, -0.154], [-1.955, 0.865, 1.248], [-0.804, 2.338, 1.347], [1.038, 0.678, -1.492], [-0.492, 0.787, 1.730], [0.735, 1.232, -2.025], [-0.435, 0.496, -0.463], [-0.288, -0.858, -0.230], [-2.190, 1.027, 0.726], [-2.068, 1.019, 0.694], [2.996, 4.690, -0.598], [0.612, -0.611, 0.046], [-1.391, -0.624, -0.014], [1.102, 0.711, -0.910], [0.726, 0.582, -0.877], [-0.086, -0.688, 0.495], [-0.993, -0.267, -1.244], [0.255, 1.185, 0.083], [-0.784, -1.711, 1.109], [-0.672, -2.597, -0.485], [1.877, -0.460, 0.741], [1.965, -2.281, 0.159], [0.142, -1.383, -0.790], [-0.234, -0.248, -1.177], [1.151, -1.433, -0.636], [0.406, 1.718, 1.053], [1.026, -2.737, 0.469], [-1.886, -0.538, -0.585], [-0.684, 2.399, 1.276], [-0.054, -0.193, -0.813], [0.051, -0.683, -0.193], [-0.086, -0.415, 0.271], [0.297, 0.092, 0.367], [0.140, 0.191, 0.559], [0.548, -0.182, -0.026], [1.685, 0.173, 1.080], [-0.051, 0.018, -0.756], [-0.709, 0.561, 1.026], [0.456, -0.387, 0.047], [0.661, 0.087, 0.304], [-0.259, 0.519, 0.217], [-0.176, 0.292, -0.209], [-0.675, -0.178, 0.579], [-0.099, -0.622, -0.582], [0.465, -0.195, -0.467], [0.323, 0.110, -0.139], [0.214, 0.145, 0.240], [-0.844, 0.297, 0.052], [0.310, -0.536, -0.125], [-1.207, 0.170, 0.341], [0.391, -0.964, -0.632], [0.016, 0.009, -0.293], [-0.110, 0.508, 0.280], [0.334, 0.415, 0.098], [-0.332, 1.361, 0.598], [-0.136, -0.406, -0.037], [1.120, 0.482, 0.500], [-0.256, -0.091, 0.147], [0.299, 0.066, -0.210], [-0.217, 0.492, -0.115], [-0.781, -0.189, 0.334], [0.710, 0.006, -0.479], [-0.673, 0.787, -0.790], [-0.036, -0.257, -1.360], [0.177, -0.342, 0.023], [0.227, -1.421, -0.500], [-0.159, -0.036, -0.496], [0.183, 0.079, -0.220], [0.721, 0.450, -0.099]],
  "lowdin_charge": [0.7053, 0.5337, 0.1123, 0.1805, 0.0882, 0.1347, 0.1218, 0.1201, -0.3392, -0.1878, -0.2414, -0.1936, -0.3001, -0.3610, -0.2098, 0.3844, -0.3174, -0.0200, -0.3444, -0.0013, 0.0161, -0.1563, -0.0757, -0.1275, -0.2342, -0.2333, -0.4591, -0.7086, -0.1909, -0.1615, -0.0573, -0.1815, -0.6055, -0.0747, -0.2116, -0.1005, -0.3710, 0.1165, 0.0805, 0.1182, 0.0862, 0.0698, 0.0917, 0.0829, 0.1285, 0.1672, 0.0701, 0.0897, 0.0719, 0.0621, 0.1213, 0.1207, 0.0946, 0.1183, 0.1291, 0.0925, 0.0569, 0.0761, 0.0878, 0.0901, 0.1205, 0.0854, 0.0753, 0.0681, 0.1694, 0.1300, 0.1145, 0.0608, 0.1143, 0.1413, 0.1135, 0.1785, 0.0872, 0.0978, 0.1168, 0.0836, 0.0888],
  "relative_energy_kj_mol": 47.5,
  "fmax_ev_per_a": 5.681,
  "lumo_ha": -0.0502,
  "spin_multiplicity": 1,
  "gap_ev": 8.0472,
  "total_energy_ha": -2925.0430
}